Entry 1:
C5H13N2O | wB97M-V/def2-TZVPD

maximum force: 0.0255 hartree/bohr
HOMO-LUMO gap: 10.477 eV
SMILES string: C[C@H]([NH3+])CNCC=O
highest occupied orbital energy: -0.49278 Eh
ΔE to the lowest compared entry with this formula, charge and spin: 28.9 kcal/mol

```
! RIJCOSX wB97M-V def2-TZVPD def2/J DEFGRID3
* xyz 1 1
C 1.43 1.75 -1.35
C 1.07 0.46 -0.63
N 0.24 -0.44 -1.53
C 0.28 0.63 0.63
N 0.20 -0.66 1.34
C -1.09 -1.04 1.85
C -2.09 -1.36 0.74
O -2.00 -0.91 -0.38
H 0.53 2.21 -1.77
H 2.05 1.55 -2.22
H 1.91 2.48 -0.70
H 2.00 -0.10 -0.48
H -0.76 -0.19 -1.46
H 0.33 -1.38 -1.15
H 0.60 -0.44 -2.49
H -0.74 0.89 0.38
H 0.68 1.43 1.26
H 0.90 -0.73 2.06
H -1.03 -1.91 2.48
H -1.59 -0.21 2.39
H -2.91 -2.02 1.03
*
```

Here are the natural (NBO) charges for atoms 1 to 5, given in e:
1 C -0.64
2 C -0.04
3 N -0.69
4 C -0.25
5 N -0.65

---

Entry 2:
C5H6ClNO | wB97M-V/def2-TZVPD

maximum force: 0.0917 hartree/bohr
HOMO-LUMO gap: 10.138 eV
SMILES string: O=C1[C@H]2N[C@@H]1C[C@@H]2Cl
highest occupied orbital energy: -0.34290 Eh
ΔE to the lowest compared entry with this formula, charge and spin: 74.6 kcal/mol

```
! RIJCOSX wB97M-V def2-TZVPD def2/J DEFGRID3
* xyz 0 1
O -0.69 1.47 -2.04
C -0.41 1.13 -0.94
C 0.96 0.70 -0.11
N 0.13 1.10 1.11
C -1.03 0.41 0.32
C -0.72 -0.96 0.11
C 0.79 -0.82 -0.29
Cl 1.86 -1.58 0.69
H 1.86 1.36 -0.52
H 0.51 0.71 2.07
H -1.98 0.61 0.74
H -0.89 -1.74 0.90
H -1.26 -1.34 -0.68
H 0.86 -1.04 -1.37
*
```

Here are the natural (NBO) charges for atoms 1 to 5, given in e:
1 O -0.49
2 C 0.64
3 C -0.17
4 N -0.64
5 C -0.16

---

Entry 3:
C4H5NO | wB97M-V/def2-TZVPD

maximum force: 0.0126 hartree/bohr
HOMO-LUMO gap: 10.578 eV
SMILES string: C#CC=O.C=N
highest occupied orbital energy: -0.37863 Eh
ΔE to the lowest compared entry with this formula, charge and spin: 79.9 kcal/mol

```
! RIJCOSX wB97M-V def2-TZVPD def2/J DEFGRID3
* xyz 0 1
C 0.42 -2.13 -0.67
C -0.50 -1.40 -0.39
C -1.63 -0.55 -0.02
O -2.46 -0.18 -0.82
H 1.23 -2.77 -0.93
H -1.69 -0.29 1.05
C 1.14 1.33 0.05
N 0.05 1.67 0.60
H 1.11 0.98 -0.98
H 2.12 1.35 0.54
H 0.21 1.97 1.56
*
```

Here are the natural (NBO) charges for atoms 1 to 5, given in e:
1 C -0.18
2 C -0.11
3 C 0.37
4 O -0.48
5 H 0.24